Entry from OMol25: C39H39IN3PTi as an isolated structure at a distorted geometry (ωB97M-V with the def2-TZVPD basis set).

Each line ends with the Mulliken charge.
Atoms and positions in Å:
1 Ti -0.728 -1.499 0.336  0.24
2 I -0.068 -3.381 -2.442  0.30
3 C 1.395 -2.389 -3.589  -0.58
4 C 1.936 -3.170 -4.526  -0.28
5 C 2.866 -2.661 -5.512  -1.10
6 C 3.148 -1.359 -5.533  -1.39
7 C 2.627 -0.418 -4.553  0.49
8 C 3.061 0.856 -4.682  -0.98
9 C 2.856 2.027 -3.845  -0.90
10 C 2.142 2.083 -2.723  -1.69
11 C 1.400 0.890 -2.191  1.81
12 P 0.284 1.365 -0.837  2.46
13 C -0.701 2.820 -1.323  0.67
14 C -0.765 3.319 -2.619  -0.65
15 C -1.686 4.309 -2.933  -0.90
16 C -2.556 4.788 -1.964  -0.70
17 C -2.505 4.277 -0.674  -0.80
18 C -1.582 3.296 -0.347  -0.34
19 C 1.201 1.973 0.610  1.86
20 C 1.799 1.207 1.616  -0.56
21 C 2.633 1.806 2.543  -0.57
22 C 2.892 3.170 2.484  -0.75
23 C 2.294 3.937 1.499  -1.01
24 C 1.443 3.352 0.575  -1.00
25 C 1.710 -0.922 -3.418  2.65
26 H 1.653 -4.212 -4.593  0.45
27 H 3.283 -3.343 -6.239  0.41
28 H 3.808 -0.951 -6.288  0.41
29 H 3.710 1.034 -5.530  0.44
30 H 3.368 2.925 -4.168  0.49
31 H 2.106 3.007 -2.160  0.48
32 H -0.096 2.961 -3.391  0.29
33 H -1.720 4.707 -3.939  0.50
34 H -3.272 5.558 -2.215  0.43
35 H -3.181 4.647 0.086  0.50
36 H -1.539 2.917 0.669  0.49
37 H 1.599 0.155 1.709  0.07
38 H 3.074 1.199 3.322  0.52
39 H 3.547 3.632 3.211  0.46
40 H 2.476 5.002 1.447  0.49
41 H 0.983 3.987 -0.167  0.47
42 N 2.917 -2.263 -0.700  -0.11
43 C 2.055 -1.243 -0.849  -1.39
44 C 2.312 -0.371 -2.048  -0.21
45 C 0.533 0.111 -3.223  -0.09
46 C -0.787 -0.246 -2.595  -1.66
47 C -1.082 0.218 -1.367  -1.51
48 N 1.063 -1.016 -0.076  0.15
49 H 3.692 -2.388 -1.330  0.24
50 H 2.843 -2.886 0.087  0.30
51 H 3.375 -0.143 -2.131  0.74
52 H 0.307 0.645 -4.150  0.54
53 H -1.547 -0.719 -3.207  0.45
54 H -2.114 0.326 -1.027  1.29
55 C -1.091 -3.899 0.853  -1.40
56 C -1.927 -4.082 2.127  0.39
57 C -3.405 -4.146 1.711  -1.43
58 C -1.783 -3.117 3.290  -0.07
59 C -2.019 -3.628 4.559  -0.96
60 C -2.144 -2.790 5.651  -1.14
61 C -2.075 -1.417 5.475  -0.91
62 C -1.816 -0.853 4.234  0.45
63 C -1.813 0.658 4.103  0.38
64 C -0.444 1.213 3.721  -1.22
65 C -2.898 1.147 3.140  -1.32
66 C -1.617 -1.724 3.145  0.84
67 N -1.237 -1.274 1.887  0.07
68 H -0.962 -4.863 0.357  0.62
69 H -0.047 -3.545 0.973  0.36
70 H -1.642 -3.348 0.050  0.12
71 H -1.652 -5.064 2.517  0.59
72 H -3.741 -3.165 1.363  0.26
73 H -4.030 -4.426 2.556  0.44
74 H -3.562 -4.875 0.913  0.41
75 H -2.133 -4.698 4.690  0.46
76 H -2.324 -3.204 6.634  0.40
77 H -2.223 -0.762 6.325  0.45
78 H -2.064 1.042 5.094  0.73
79 H -0.175 0.883 2.719  -0.32
80 H 0.332 0.875 4.410  0.50
81 H -0.453 2.305 3.729  0.48
82 H -2.697 0.812 2.119  -0.02
83 H -2.935 2.238 3.139  0.42
84 H -3.882 0.777 3.429  0.45

Output
strongest force on any atom: 2.2 eV Å⁻¹
net charge: +2
HOMO-LUMO gap: 6.6 eV
calculated total energy: -3161.7037 Ha
HOMO: -0.4758 Eh
lowest unoccupied orbital energy: -6.35 eV